#w
The following is a quantum chemistry calculation of a cluster of 7 separate species, C4H20NO9 in total, from the Open Molecules 2025 dataset.

Output
Molar mass: 226.2 g/mol
LUMO energy: 0.115 Eh
Gap between HOMO and LUMO: 9.4257 eV
Net charge: -1

Each atom is followed by the atoms it is bonded to, with distances in Å.
Atoms and positions in Å:
1 O 1.1411 -0.9385 -1.0787  C2 1.255
2 C 0.3938 -0.5389 -0.1529  O1 1.255, O3 1.268, C4 1.539
3 O -0.2318 -1.3290 0.6167  C2 1.268
4 C 0.2091 0.9695 0.0926  C2 1.539, C5 1.536, N8 1.476, H9 1.085
5 C 0.4753 1.8542 -1.1350  C4 1.536, C6 1.505, H10 1.097, H11 1.105
6 C -0.5503 1.7924 -2.2344  C5 1.505, O7 1.429, H12 1.094, H13 1.084
7 O -0.5759 0.4907 -2.8238  C6 1.429, H14 0.968
8 N -1.1458 1.2809 0.5884  C4 1.476, H15 1.011, H16 1.020
9 H 0.8374 1.2351 0.9369  C4 1.085
10 H 1.4919 1.8540 -1.5460  C5 1.097
11 H 0.7025 2.8366 -0.6828  C5 1.105
12 H -0.2261 2.4652 -3.0334  C6 1.094
13 H -1.5832 1.9518 -1.9450  C6 1.084
14 H 0.0855 -0.1155 -2.4613  O7 0.968
15 H -1.8400 0.6556 0.2024  N8 1.011
16 H -1.2816 1.1313 1.5877  N8 1.020
17 H 2.6696 -0.0371 -1.3000  O19 0.987
18 H 3.6924 -0.0614 -0.1870  O19 0.963
19 O 3.4335 0.4759 -0.9434  H17 0.987, H18 0.963
20 H 0.2488 -3.1152 -1.2913  O22 0.967
21 H -0.4023 -3.2139 0.0523  O22 0.972
22 O -0.0491 -3.7801 -0.6548  H20 0.967, H21 0.972
23 H -2.8312 3.2257 -0.9803  O25 0.960
24 H -1.7724 3.2511 0.1385  O25 0.973
25 O -2.6455 3.5979 -0.1150  H23 0.960, H24 0.973
26 H -0.1192 -0.3360 2.3900  O28 0.982
27 H 1.0406 -0.6173 3.2131  O28 0.972
28 O 0.5213 0.1598 2.9460  H26 0.982, H27 0.972
29 H -3.2557 -1.6286 1.3813  O31 0.964
30 H -2.1769 -1.2185 2.3234  O31 0.965
31 O -3.1392 -1.2145 2.2439  H29 0.964, H30 0.965
32 H 2.5453 -2.7239 0.9734  O34 0.962
33 H 1.2898 -2.0840 1.5350  O34 0.973
34 O 2.2365 -2.2054 1.7224  H32 0.962, H33 0.973

#x
The following is a quantum chemistry calculation of a cluster of 7 separate species, C4H20NO9 in total, from the Open Molecules 2025 dataset.

Output
Molar mass: 226.2 g/mol
LUMO energy: 0.109 Eh
Gap between HOMO and LUMO: 8.8397 eV
Net charge: -1

Each atom is followed by the atoms it is bonded to, with distances in Å.
Atoms and positions in Å:
1 C -0.7180 0.2308 0.8276  C2 1.553, N5 1.483, H9 1.157, H10 1.083
2 C -0.4141 1.6964 1.2416  C1 1.553, C3 1.524, H11 1.112, H12 1.075
3 C 0.2558 1.5616 2.6036  C2 1.524, O4 1.443, H13 1.100, H14 1.060
4 O 0.6791 2.8272 3.1531  C3 1.443, H23 0.949
5 N -1.2453 0.3111 -0.5560  C1 1.483, C6 1.434, H15 1.027
6 C -0.3290 -0.2493 -1.5059  N5 1.434, O7 1.247, O8 1.272
7 O 0.2335 -1.2894 -1.1091  C6 1.247
8 O -0.0930 0.4573 -2.5363  C6 1.272
9 H 0.3354 -0.2488 0.8265  C1 1.157
10 H -1.4171 -0.4340 1.3193  C1 1.083
11 H 0.2378 2.0447 0.4109  C2 1.112
12 H -1.2576 2.3630 1.2356  C2 1.075
13 H 1.2131 1.0381 2.4642  C3 1.100
14 H -0.3695 1.1209 3.3368  C3 1.060
15 H -1.7019 1.1672 -0.8943  N5 1.027
16 H -0.3508 -2.5706 0.5868  O19 0.983
17 H 0.0072 -3.7693 -0.1242  O19 0.971
18 H 1.7725 0.1530 -2.9843  O31 0.965
19 O -0.4720 -3.5407 0.6893  H16 0.983, H17 0.971
20 H 0.0470 -2.6653 2.6799  O22 0.956
21 H 1.4203 -1.9520 2.2260  O22 0.948
22 O 0.5764 -1.8703 2.6496  H20 0.956, H21 0.948
23 H 1.4095 3.1266 2.6272  O4 0.949
24 H 3.0526 -2.0240 -1.4644  O25 0.948
25 O 3.8321 -1.8206 -0.9650  H24 0.948, H29 0.957
26 H -0.7572 3.4051 -2.8623  O28 0.946
27 H -0.7987 1.9169 -2.4164  O28 0.975
28 O -1.0826 2.8225 -2.1919  H26 0.946, H27 0.975
29 H 3.7611 -0.8815 -0.7953  O25 0.957
30 H 1.5247 -1.2765 -2.3964  O31 0.970
31 O 2.2069 -0.6682 -2.7228  H18 0.965, H30 0.970
32 H -3.1330 -0.4271 -0.9169  O34 0.987
33 H -4.3760 0.1701 -1.3047  O34 0.969
34 O -4.0490 -0.7252 -1.1320  H32 0.987, H33 0.969

Out of the structures above, which one is the most stable? Solution: #w.